(1)
Density functional theory data (wB97M-V/def2-TZVPD) for a cluster of 2 separate species, C5H14 in total.

Values from the calculation:
frontier orbital gap: 12.4 eV
2S+1: 1
energy relative to the best compared isomer or geometry (same formula, charge and spin): 7.2 kcal per mole
charge: 0

The geometry in XYZ format:
```
19
Properties=species:S:1:pos:R:3:forces:R:3
C 1.468 -0.470 1.325 -0.5 0.2 -0.2
C -1.711 1.652 -1.670 0.3 -0.3 1.1
C 2.882 -0.873 0.903 0.1 0.1 0.5
C 0.367 -1.226 0.541 -0.1 0.0 0.4
C -2.663 0.801 -0.795 0.8 0.4 -0.5
H -2.584 -0.227 -1.155 -0.4 0.0 0.2
H -0.172 -0.548 -0.118 0.1 -0.1 -0.3
H -0.395 -1.649 1.196 0.0 0.0 0.1
H 2.916 -1.117 -0.159 0.0 -0.2 0.0
H -2.323 0.808 0.240 -0.3 0.1 0.1
H 3.216 -1.716 1.523 0.0 0.0 -0.5
H 1.291 0.600 1.166 0.2 -0.1 0.0
H -1.753 1.296 -2.694 -0.1 0.5 -0.3
H 1.323 -0.607 2.403 0.2 -0.1 -0.2
H -0.683 1.522 -1.318 0.0 -0.2 -0.2
H 0.753 -2.065 -0.038 0.1 0.1 -0.1
H 3.617 -0.084 1.065 -0.1 0.1 0.1
H -3.682 1.179 -0.876 0.0 -0.3 0.1
H -1.869 2.726 -1.538 -0.3 -0.1 -0.5
```
Forces are in eV/Å.

---

(2)
Density functional theory data (wB97M-V/def2-TZVPD) for a cluster of 2 separate species, C5H14 in total.

Values from the calculation:
frontier orbital gap: 12.4 eV
2S+1: 1
energy relative to the best compared isomer or geometry (same formula, charge and spin): 4.4 kcal per mole
charge: 0

The geometry in XYZ format:
```
19
Properties=species:S:1:pos:R:3:forces:R:3
C 0.171 -1.337 -0.789 -0.7 0.0 0.2
C -0.757 2.171 2.355 0.1 -0.1 0.4
C 0.070 -2.852 -0.685 0.1 -0.2 0.1
C 1.093 -0.852 -1.899 0.1 -0.5 0.1
C -0.586 2.707 0.928 0.2 -0.8 0.2
H -1.280 3.533 0.776 0.4 0.2 -0.2
H 0.132 1.706 2.797 0.0 0.1 -0.4
H 0.465 2.917 0.689 -0.4 0.6 0.2
H -1.036 2.976 3.031 0.0 0.1 0.1
H 0.930 -1.400 -2.828 -0.3 0.1 -0.1
H -0.516 -3.184 0.178 0.0 0.2 -0.1
H 2.140 -1.049 -1.665 0.1 0.2 0.2
H -0.407 -3.262 -1.573 -0.1 0.0 -0.1
H -0.832 1.937 0.206 -0.3 -0.2 -0.2
H 1.036 -3.348 -0.615 0.3 0.1 0.1
H -0.859 -0.981 -0.944 0.2 0.1 -0.3
H 0.434 -0.875 0.169 0.3 -0.2 0.0
H 0.951 0.206 -2.072 0.1 0.3 -0.1
H -1.536 1.412 2.443 -0.1 0.1 -0.2
```
Forces are in eV/Å.

---

(3)
Density functional theory data (wB97M-V/def2-TZVPD) for a cluster of 2 separate species, C5H14 in total.

Values from the calculation:
frontier orbital gap: 12.3 eV
2S+1: 1
energy relative to the best compared isomer or geometry (same formula, charge and spin): 11.9 kcal per mole
charge: 0

The geometry in XYZ format:
```
19
Properties=species:S:1:pos:R:3:forces:R:3
C 0.373 -1.491 -1.924 1.5 -1.2 0.0
C -0.733 1.297 1.815 0.2 -0.2 0.9
C 0.473 0.513 2.385 -1.2 -0.7 -1.7
C 1.282 -0.454 -2.583 -0.8 0.6 0.1
C -1.562 0.521 0.813 -0.3 0.4 -0.7
H 1.131 0.536 -2.136 0.1 -0.1 0.0
H 0.194 -0.547 2.386 -0.4 0.0 0.8
H 0.371 -2.419 -2.500 -0.5 0.2 -0.5
H -0.450 2.256 1.370 0.3 -0.2 -0.1
H 1.241 0.421 1.614 0.7 0.9 0.6
H 2.329 -0.698 -2.453 0.2 -0.2 -0.1
H -0.989 0.401 -0.110 0.0 -0.1 0.0
H 0.672 0.866 3.389 0.9 -0.1 -0.1
H 1.065 -0.349 -3.642 0.1 0.0 -0.2
H -0.642 -1.195 -1.690 0.0 0.1 0.1
H -2.446 1.105 0.538 0.0 0.0 0.0
H -1.934 -0.466 1.098 0.3 0.1 0.4
H 0.926 -1.893 -1.067 -0.6 0.5 0.6
H -1.303 1.596 2.696 -0.5 -0.1 -0.1
```
Forces are in eV/Å.

---

(4)
Density functional theory data (wB97M-V/def2-TZVPD) for a cluster of 2 separate species, C5H14 in total.

Values from the calculation:
frontier orbital gap: 12.3 eV
2S+1: 1
energy relative to the best compared isomer or geometry (same formula, charge and spin): 10.7 kcal per mole
charge: 0

The geometry in XYZ format:
```
19
Properties=species:S:1:pos:R:3:forces:R:3
C 1.041 1.661 -0.161 1.1 -0.1 0.7
C 1.001 0.376 -0.993 -0.9 -0.1 0.2
C 2.251 0.166 -1.837 -0.1 0.8 -0.5
C -1.671 -1.696 1.155 0.1 -1.0 0.2
C -2.361 -0.396 1.587 -0.5 -0.7 -0.4
H -1.914 0.416 1.021 -0.2 0.4 0.4
H 2.087 0.769 -2.730 0.3 0.3 -0.1
H 1.684 1.452 0.706 -0.1 0.0 0.0
H -3.429 -0.464 1.365 0.1 0.2 -0.4
H 1.555 2.501 -0.630 -0.3 0.0 -0.4
H 0.124 0.379 -1.648 0.1 0.1 -0.1
H -0.757 -1.590 0.574 0.1 0.5 0.1
H 2.475 -0.815 -2.251 -0.2 -0.3 0.6
H -1.396 -2.333 2.001 -0.1 0.1 0.1
H 3.127 0.588 -1.345 0.2 -0.3 0.1
H 0.100 1.989 0.272 -0.2 -0.1 -0.3
H 0.774 -0.414 -0.276 0.4 -0.3 -0.1
H -2.294 -2.335 0.523 -0.2 0.2 0.1
H -2.397 -0.253 2.665 0.7 0.3 0.0
```
Forces are in eV/Å.

---

(5)
Density functional theory data (wB97M-V/def2-TZVPD) for a cluster of 2 separate species, C5H14 in total.

Values from the calculation:
frontier orbital gap: 11.7 eV
2S+1: 1
energy relative to the best compared isomer or geometry (same formula, charge and spin): 47.7 kcal per mole
charge: 0

The geometry in XYZ format:
```
19
Properties=species:S:1:pos:R:3:forces:R:3
C 2.308 0.552 -0.153 -2.3 -1.7 -2.7
C -2.700 0.897 -0.427 -0.5 -3.1 -1.4
C -1.336 0.296 0.016 -0.8 0.4 -4.4
C 3.175 -0.486 0.483 -0.3 1.3 -0.3
C -1.510 -1.224 0.070 0.3 -0.3 4.4
H 3.975 0.025 0.973 1.4 -0.4 -0.2
H 3.284 -1.295 -0.194 1.3 -0.6 -0.6
H -0.454 -1.732 0.040 -2.4 0.3 -0.6
H 1.865 1.182 0.545 -0.1 1.8 1.3
H -3.596 0.335 0.080 1.6 0.9 -1.1
H -2.849 1.912 -0.235 0.0 1.7 0.2
H -1.844 -1.372 1.243 0.7 -0.1 -2.7
H -0.903 0.866 0.772 0.6 0.1 2.1
H -0.660 0.573 -0.872 -0.7 -0.5 1.1
H -2.460 -1.569 -0.470 2.1 0.1 0.1
H 2.617 -0.905 1.254 -1.1 -0.8 1.7
H -2.646 0.701 -1.590 -1.0 0.5 2.3
H 2.716 1.105 -1.056 -0.5 -0.7 1.2
H 1.332 -0.037 -0.425 1.7 1.1 -0.4
```
Forces are in eV/Å.

---

(6)
Density functional theory data (wB97M-V/def2-TZVPD) for a cluster of 2 separate species, C5H14 in total.

Values from the calculation:
frontier orbital gap (alpha / beta): 12.2 / 4.2 eV
2S+1: 2
energy relative to the best compared isomer or geometry (same formula, charge and spin): 31.6 kcal per mole
charge: +1

The geometry in XYZ format:
```
19
Properties=species:S:1:pos:R:3:forces:R:3
C 1.611 0.402 0.593 0.5 -2.8 0.5
C 1.703 -0.448 -0.692 -2.7 1.8 0.1
C -1.835 1.395 -0.207 -0.7 2.1 -0.6
C 1.525 -2.005 -0.668 1.5 0.2 1.5
C -2.551 0.511 0.793 -0.9 -1.7 0.2
H 1.026 0.111 -1.418 1.1 -1.3 0.3
H -2.178 1.353 -1.286 0.3 -0.5 1.2
H 1.915 -0.349 1.419 -0.1 2.1 -0.8
H 1.390 -2.255 0.444 0.2 0.4 -1.1
H -3.640 0.423 0.659 0.1 0.7 -0.3
H -2.465 0.868 1.861 0.5 -0.8 -1.1
H 2.785 -0.359 -1.038 0.3 -0.1 0.4
H 2.105 1.381 0.550 0.3 -0.1 0.3
H 2.467 -2.632 -0.924 -1.8 0.9 -0.1
H 0.515 0.779 0.737 0.8 -0.6 -0.5
H -0.778 1.067 -0.206 0.1 0.4 -0.2
H 0.613 -2.171 -1.218 0.1 -0.7 -0.6
H -2.312 -0.612 0.577 0.2 1.9 1.0
H -1.897 2.541 0.022 0.3 -2.2 -0.1
```
Forces are in eV/Å.

---

(7)
Density functional theory data (wB97M-V/def2-TZVPD) for a cluster of 2 separate species, C5H14 in total.

Values from the calculation:
frontier orbital gap (alpha / beta): 11.1 / 3.8 eV
2S+1: 2
energy relative to the best compared isomer or geometry (same formula, charge and spin): 13.7 kcal per mole
charge: +1

The geometry in XYZ format:
```
19
Properties=species:S:1:pos:R:3:forces:R:3
C 1.030 0.018 -1.366 0.2 -0.7 -1.4
C 2.049 -0.323 -2.415 0.4 0.3 -0.7
C -0.290 -0.598 -1.533 -0.4 -1.2 1.2
C -1.257 -0.145 3.070 -0.1 0.1 0.2
C -1.476 0.945 2.036 0.1 1.2 0.5
H 1.130 1.160 -1.436 0.3 0.0 0.4
H -0.617 -1.043 -0.580 -0.2 0.4 -0.1
H -0.742 -1.046 2.742 0.1 0.1 -0.2
H -0.725 1.089 1.272 0.6 -0.1 -0.1
H -0.292 -1.422 -2.239 -0.2 0.3 -0.5
H -1.078 0.148 -1.781 0.2 0.1 -0.1
H 1.742 -1.082 -3.121 -0.4 -0.1 -0.1
H -2.218 -0.461 3.425 -0.6 -0.3 0.2
H 2.928 -0.706 -1.813 -0.2 0.6 0.0
H 2.454 0.506 -3.032 0.3 -0.2 0.4
H -1.617 1.921 2.518 0.6 -0.1 0.2
H -2.404 0.920 1.528 -1.1 -0.9 -0.8
H 1.383 -0.129 -0.345 0.0 0.7 1.0
H -0.765 0.250 3.955 0.4 -0.1 -0.1
```
Forces are in eV/Å.

---

(8)
Density functional theory data (wB97M-V/def2-TZVPD) for a cluster of 2 separate species, C5H14BNO in total.

Values from the calculation:
frontier orbital gap: 7.7 eV
2S+1: 1
energy relative to the best compared isomer or geometry (same formula, charge and spin): 82.1 kcal per mole
charge: 0

The geometry in XYZ format:
```
22
Properties=species:S:1:pos:R:3:forces:R:3
O -0.060 0.004 -0.139 2.8 -1.7 -0.6
N -2.749 -0.388 0.495 2.8 3.7 -1.0
C 2.625 -1.399 0.696 0.4 0.9 0.1
C 1.151 0.027 -0.906 -1.0 -0.9 -2.6
C -1.274 2.277 0.677 -2.8 0.4 -0.7
C 2.484 -0.166 -0.240 1.3 2.5 0.3
C -2.778 -1.423 -0.470 -0.4 -0.4 -2.1
B -0.908 0.801 0.322 -5.9 -0.1 2.0
H 0.973 -0.859 -1.594 0.4 0.9 0.6
H 2.642 0.735 0.526 -0.1 -1.5 -2.0
H 1.098 0.914 -1.591 0.4 -0.5 0.9
H 3.352 -1.051 1.499 -1.4 -0.8 -0.6
H -0.632 2.867 1.302 0.4 0.0 0.5
H -2.856 -0.922 -1.548 0.5 -1.0 2.0
H -1.847 -2.157 -0.500 -2.0 0.9 0.0
H -3.830 -1.899 -0.416 1.8 -0.3 0.0
H 3.039 -2.345 0.322 -0.3 0.4 -0.4
H -2.459 2.435 1.010 3.4 -0.8 -0.8
H -2.676 -0.644 1.447 0.0 -0.9 1.0
H 3.184 -0.005 -1.193 -0.9 -0.6 2.4
H -1.192 2.767 -0.322 -0.2 0.0 0.4
H 1.565 -1.534 1.003 1.0 -0.3 0.7
```
Forces are in eV/Å.

---

(9)
Density functional theory data (wB97M-V/def2-TZVPD) for a structure of composition C5H14CdFN3O3S.

Values from the calculation:
frontier orbital gap: 3.5 eV
2S+1: 1
charge: +2

The geometry in XYZ format:
```
28
Properties=species:S:1:pos:R:3:forces:R:3
Cd -2.346 -0.362 3.058 -0.4 0.2 1.1
S 0.629 -0.059 -2.346 1.1 -4.3 -5.2
F 0.810 1.511 -2.804 -0.7 -2.2 1.5
O -0.497 -0.673 -3.097 1.6 2.9 2.5
O -2.851 1.552 0.443 1.2 -0.5 1.2
O 1.905 -0.735 -2.637 -2.7 2.4 2.0
N -2.959 -0.985 -0.640 1.9 -0.3 1.6
N 0.190 -0.095 -0.700 -0.2 1.8 0.0
N 1.170 -0.640 0.150 0.9 0.7 0.4
C 3.493 -0.775 0.966 -0.9 -0.4 -0.7
C -1.710 0.768 0.735 -0.6 -0.6 -1.7
C 2.398 0.180 0.314 2.4 -0.2 0.9
C -0.480 1.118 -0.228 -1.0 0.7 -0.6
C -2.200 -0.762 0.555 1.1 0.9 -2.1
H 2.292 1.059 1.003 -0.3 -0.5 -0.6
H -2.954 -0.993 1.458 -0.6 -0.4 -0.2
H 3.147 -1.066 1.986 0.6 0.3 -0.6
H -1.351 0.951 1.841 0.1 0.0 -0.4
H 0.171 1.905 0.219 -0.2 -0.8 -0.2
H -2.831 -1.968 -0.895 -0.4 0.4 -0.3
H -1.348 -1.480 0.695 -0.8 0.5 0.0
H -2.683 2.476 0.702 -0.2 0.0 -0.4
H -0.971 1.600 -1.122 0.3 -0.4 0.9
H -2.660 -0.375 -1.408 -0.6 0.0 0.1
H 0.739 -0.661 1.081 0.1 -0.4 -0.4
H 2.850 0.553 -0.633 -0.9 -0.4 0.4
H 3.538 -1.719 0.362 0.0 0.9 0.5
H 4.510 -0.327 0.941 -0.9 -0.1 0.3
```
Forces are in eV/Å.

---

(10)
Density functional theory data (wB97M-V/def2-TZVPD) for a cluster of 2 separate species, C5H14ClF5NO4PSi2 in total.

Values from the calculation:
frontier orbital gap: 9.7 eV
2S+1: 1
charge: 0

The geometry in XYZ format:
```
33
Properties=species:S:1:pos:R:3:forces:R:3
Cl 1.581 -4.971 -2.019 0.0 -0.1 0.0
P -1.341 0.258 -1.591 -0.2 -0.2 -0.1
Si 2.010 -2.983 -1.981 -0.2 -0.1 -0.1
Si 0.392 -0.853 -0.629 -0.2 0.2 0.0
F -1.163 -3.190 2.413 0.0 0.0 0.0
F 0.884 -1.517 1.959 0.0 0.0 0.0
F -1.102 -0.601 1.631 0.1 0.0 0.0
F 0.879 1.471 1.308 -0.1 0.0 0.1
F 0.019 -3.776 0.666 0.0 0.0 0.0
O 0.646 -2.130 -1.627 0.4 0.2 0.1
O -1.961 3.107 1.885 0.0 0.1 0.0
O -0.631 1.300 -2.623 0.2 0.0 0.3
O -1.848 1.311 -0.484 0.1 0.0 -0.2
N -2.338 -0.712 -2.251 0.1 0.2 0.5
C -0.190 -1.479 1.111 0.0 -0.1 -0.1
C -0.928 3.577 2.738 0.0 -0.1 0.0
C 1.896 0.256 -0.461 -0.1 0.1 0.1
C -0.858 -2.855 1.139 0.0 0.1 0.0
C 1.533 1.628 0.090 0.1 0.0 -0.2
H 3.028 -2.757 -0.943 0.0 0.1 0.0
H -1.770 -2.870 0.539 0.0 0.0 0.0
H 2.355 0.399 -1.445 0.0 -0.1 0.0
H -0.123 4.060 2.177 0.0 0.0 0.0
H -0.502 2.766 3.334 0.0 0.0 0.0
H -1.371 4.310 3.410 0.0 0.0 0.0
H 2.471 -2.584 -3.317 0.0 0.0 0.0
H 2.413 2.248 0.262 0.0 0.0 0.1
H 0.855 2.159 -0.578 0.0 0.0 0.0
H -0.224 0.842 -3.365 -0.1 0.0 -0.3
H -3.309 -0.659 -1.974 -0.1 -0.1 -0.2
H -2.349 2.039 -0.876 -0.1 0.1 0.0
H -1.589 2.427 1.316 0.0 -0.2 0.0
H 2.635 -0.221 0.187 0.0 0.0 0.0
```
Forces are in eV/Å.

---

(11)
Density functional theory data (wB97M-V/def2-TZVPD) for a structure of composition C5H14ClIO2PPm.

Values from the calculation:
frontier orbital gap (alpha / beta): 6.9 / 7.8 eV
2S+1: 5
energy relative to the best compared isomer or geometry (same formula, charge and spin): 1.9 kcal per mole
charge: +2

The geometry in XYZ format:
```
25
Properties=species:S:1:pos:R:3:forces:R:3
Pm 0.941 1.532 1.663 -0.5 1.7 -0.6
I -2.261 -1.566 -0.618 -1.0 -0.7 1.6
Cl 1.675 3.450 0.258 -0.2 -1.1 0.7
P 1.959 -0.904 1.019 1.2 -1.2 -0.3
O -1.066 1.441 0.478 0.0 -0.1 0.1
O 0.274 -2.867 -1.608 -1.5 1.9 0.1
C -0.466 -1.923 -1.714 1.3 -1.5 -0.1
C 2.812 -0.277 2.573 -0.3 0.1 -0.3
C 1.606 -2.627 1.477 -0.5 -0.1 0.4
C 3.385 -1.108 -0.103 0.0 0.4 -0.2
C -0.417 -0.737 -2.581 1.2 0.5 -1.7
H 3.754 -0.127 -0.435 0.0 -0.3 0.0
H -1.417 -0.405 -2.871 0.4 0.0 0.1
H 0.875 -2.657 2.298 0.2 -0.1 -0.2
H 2.114 -0.291 3.432 0.4 0.0 0.0
H -1.512 0.588 0.179 0.0 0.5 0.0
H 2.545 -3.101 1.808 -0.3 0.2 -0.2
H 1.188 -3.167 0.613 0.2 0.2 0.3
H -1.524 2.214 0.094 0.0 -0.4 0.0
H 0.138 -0.982 -3.497 0.1 0.1 0.2
H 4.192 -1.646 0.423 -0.4 0.1 -0.3
H 3.300 0.722 2.464 0.0 -0.5 0.1
H 0.124 0.083 -2.069 -0.3 -0.3 -0.2
H 3.045 -1.679 -0.981 0.2 0.1 0.3
H 3.601 -1.017 2.740 0.0 0.3 0.3
```
Forces are in eV/Å.

---

(12)
Density functional theory data (wB97M-V/def2-TZVPD) for a structure of composition C5H14GaN3PS.

Values from the calculation:
frontier orbital gap: 7.0 eV
2S+1: 1
charge: -1

The geometry in XYZ format:
```
25
Properties=species:S:1:pos:R:3:forces:R:3
Ga -0.658 0.345 -1.172 -1.4 -1.1 -0.3
S -1.210 3.489 1.204 0.2 -0.9 -3.8
P 1.046 -0.778 -0.004 0.8 -0.7 0.2
N -0.239 2.261 -1.438 -5.7 5.7 7.7
N -0.871 -0.525 -2.920 -0.2 -0.4 0.4
N -2.986 -1.093 0.148 -1.4 0.4 1.0
C -2.476 0.299 -0.189 -1.1 1.3 1.2
C -0.934 2.904 -0.406 5.9 -4.0 -3.8
C 3.840 0.250 0.023 0.0 -0.9 0.4
C 2.347 0.432 0.713 0.7 1.1 1.5
C 0.114 -1.670 1.451 -0.7 1.3 0.4
H 3.792 0.082 -1.152 0.0 0.5 2.6
H 2.459 0.150 1.868 -0.2 0.7 -2.4
H 4.588 1.122 0.291 -1.6 -1.6 -0.6
H 2.007 1.570 0.697 0.7 -2.4 -0.1
H -0.556 -0.832 1.974 1.4 -2.0 -0.6
H -2.715 -1.321 1.149 -0.5 0.4 -1.7
H -1.881 -0.640 -3.172 1.3 -0.1 0.4
H -4.045 -0.977 0.156 1.8 -0.6 0.3
H 4.299 -0.741 0.498 -0.9 2.0 -1.2
H 0.894 -2.155 2.179 -1.7 0.8 -1.3
H -3.325 0.823 -0.835 1.8 -0.9 1.2
H -2.437 0.897 0.835 -0.1 -0.8 -2.2
H -0.423 -1.467 -2.850 -0.8 1.0 -0.2
H -0.630 -2.424 0.952 1.6 1.2 1.0
```
Forces are in eV/Å.

---

What did we get for max |F|? Answer: 1.11 0.86 2.18 1.32 4.47 3.25 1.75 6.22 6.79 0.51 2.46 11.16 eV Å⁻¹, in the order shown.